# 1
Here is C3HFLiO3 as an isolated structure from the OMol25 dataset. Energies are from the ωB97M-V functional and the def2-TZVPD basis.

CARTESIAN COORDINATES (ANGSTROEM)
O  1.431  -1.030  0.167
C  1.768  0.288  -0.003
C  0.106  -1.119  0.100
O  2.864  0.715  -0.092
O  0.600  0.979  -0.142
C  -0.481  0.161  -0.138
H  -0.347  -2.101  0.216
F  -3.465  1.334  0.599
Li  -2.475  0.773  -0.707

Forces on atoms 1 to 3 (eV/Å):
O 0.173 -0.804 0.145
C 0.774 0.506 -0.273
C -0.199 0.202 0.154

Results
- Kohn-Sham gap (spin up / spin down): 9.269 / 5.776 eV
- Strongest force on any atom: 1.47 eV/Å
- 2S+1: 2
- Expectation value of S²: 0.756

Charge distribution, Mulliken scheme, values in e: number 1, O, carries -0.275; number 2, C, carries 0.643; number 3, C, carries 0.046; number 4, O, carries -0.394; number 5, O, carries -0.200; number 6, C, carries -0.283; number 7, H, carries 0.395; number 8, F, carries -0.881; number 9, Li, carries 0.950

=====

# 2
Here is C6H10Li2O3 as an isolated structure from the OMol25 dataset. Energies are from the ωB97M-V functional and the def2-TZVPD basis.

CARTESIAN COORDINATES (ANGSTROEM)
C  8.275  0.178  5.880
C  7.609  -0.970  6.170
C  6.175  -1.022  6.466
C  5.545  -2.140  6.960
O  4.265  -2.290  7.148
O  9.543  0.297  5.569
Li  10.953  -0.695  5.386
Li  3.196  -1.819  5.753
H  7.676  1.110  5.843
H  8.150  -1.923  6.094
H  5.625  -0.073  6.497
H  6.181  -3.015  7.204
C  5.263  0.514  3.178
C  4.355  -0.697  3.056
O  4.300  -1.401  4.281
H  5.296  1.062  2.225
H  4.909  1.168  3.988
H  6.280  0.197  3.457
H  4.698  -1.347  2.233
H  3.339  -0.381  2.777
H  5.192  -1.356  4.822

Forces on atoms 1 to 3 (eV/Å):
C -0.878 -0.428 -0.026
C 0.316 0.577 -0.246
C -0.100 -0.330 0.347

Results
- Kohn-Sham gap: 4.533 eV
- Strongest force on any atom: 1.36 eV/Å
- 2S+1: 1

Charge distribution, Mulliken scheme, values in e: number 1, C, carries 0.117; number 2, C, carries -0.463; number 3, C, carries -0.655; number 4, C, carries 0.149; number 5, O, carries -0.928; number 6, O, carries -0.934; number 7, Li, carries 0.869; number 8, Li, carries 0.871; number 9, H, carries 0.317; number 10, H, carries 0.074; number 11, H, carries 0.340; number 12, H, carries 0.268; number 13, C, carries -1.010; number 14, C, carries -0.212; number 15, O, carries -0.576; number 16, H, carries 0.378; number 17, H, carries 0.247; number 18, H, carries 0.270; number 19, H, carries 0.226; number 20, H, carries 0.279; number 21, H, carries 0.373

=====

# 3
Here is C13H21F2O8V as an isolated structure from the OMol25 dataset. Energies are from the ωB97M-V functional and the def2-TZVPD basis.

CARTESIAN COORDINATES (ANGSTROEM)
O  -6.716  2.596  15.085
V  -6.978  2.428  13.510
F  -6.691  0.260  13.659
F  -5.060  2.573  12.701
C  -8.489  5.466  13.090
O  -7.787  4.285  12.966
H  -8.188  5.924  14.055
H  -8.217  6.157  12.285
H  -9.575  5.384  13.264
O  -4.244  -0.571  17.266
C  -5.315  -0.143  17.564
O  -5.421  0.816  18.564
C  -6.795  1.160  18.814
C  -7.521  0.543  17.624
C  -6.699  -0.601  17.103
H  -7.034  2.220  18.854
H  -7.071  0.670  19.753
H  -7.767  1.291  16.873
H  -8.528  0.184  17.882
H  -6.907  -0.716  16.040
H  -6.759  -1.554  17.641
O  -7.971  1.875  11.490
C  -8.110  1.886  10.311
O  -9.012  1.085  9.667
C  -8.976  1.258  8.258
C  -7.899  2.292  7.914
C  -7.317  2.665  9.289
H  -9.944  1.689  7.989
H  -8.859  0.387  7.616
H  -8.171  3.170  7.334
H  -7.035  1.864  7.402
H  -7.321  3.727  9.547
H  -6.247  2.469  9.360
O  -9.053  1.628  14.517
C  -9.650  0.588  14.452
O  -10.151  0.019  15.585
C  -10.620  -1.300  15.302
C  -10.927  -1.315  13.816
C  -9.807  -0.376  13.303
H  -11.485  -1.509  15.928
H  -9.791  -1.981  15.518
H  -11.892  -0.842  13.628
H  -10.930  -2.329  13.425
H  -10.141  0.203  12.439
H  -8.849  -0.806  13.010

Forces on atoms 1 to 3 (eV/Å):
O -0.245 0.074 -2.600
V 2.486 0.307 2.610
F -0.764 1.601 -0.484

Results
- Kohn-Sham gap (spin up / spin down): 7.033 / 7.198 eV
- Net charge: -1
- Strongest force on any atom: 3.62 eV/Å
- Energy relative to the best compared isomer or geometry (same formula, charge and spin): 27.53 kcal/mol
- 2S+1: 2
- Expectation value of S²: 0.778

Charge distribution, Mulliken scheme, values in e: number 1, O, carries -0.497; number 2, V, carries 1.440; number 3, F, carries -0.720; number 4, F, carries -0.734; number 5, C, carries -0.895; number 6, O, carries -0.699; number 7, H, carries 0.269; number 8, H, carries 0.218; number 9, H, carries 0.265; number 10, O, carries -0.592; number 11, C, carries 0.394; number 12, O, carries -0.377; number 13, C, carries -0.551; number 14, C, carries 0.045; number 15, C, carries -0.151; number 16, H, carries 0.324; number 17, H, carries 0.249; number 18, H, carries -0.104; number 19, H, carries 0.339; number 20, H, carries 0.155; number 21, H, carries 0.263; number 22, O, carries -0.081; number 23, C, carries 0.367; number 24, O, carries -0.316; number 25, C, carries -0.486; number 26, C, carries -0.427; number 27, C, carries -0.485; number 28, H, carries 0.269; number 29, H, carries 0.315; number 30, H, carries 0.324; number 31, H, carries 0.208; number 32, H, carries 0.245; number 33, H, carries 0.316; number 34, O, carries -0.462; number 35, C, carries 0.544; number 36, O, carries -0.363; number 37, C, carries -0.443; number 38, C, carries -0.630; number 39, C, carries -0.264; number 40, H, carries 0.360; number 41, H, carries 0.248; number 42, H, carries 0.277; number 43, H, carries 0.341; number 44, H, carries 0.182; number 45, H, carries 0.323

=====

# 4
Here is C41H37IrN7O3S as an isolated structure from the OMol25 dataset. Energies are from the ωB97M-V functional and the def2-TZVPD basis.

CARTESIAN COORDINATES (ANGSTROEM)
Ir  0.997  0.118  -1.888
C  6.277  -0.208  4.032
C  5.774  -0.066  2.626
C  6.273  0.925  1.786
C  5.863  1.020  0.465
C  4.923  0.122  -0.019
C  4.420  -0.889  0.798
C  4.835  -0.966  2.113
S  4.500  0.141  -1.725
O  5.350  1.082  -2.387
O  4.402  -1.227  -2.148
N  2.964  0.734  -1.872
C  2.671  2.102  -1.987
C  3.449  3.237  -1.784
C  2.828  4.461  -1.941
C  1.469  4.551  -2.256
C  0.753  3.387  -2.386
N  1.352  2.195  -2.269
H  6.640  0.741  4.424
H  7.109  -0.915  4.060
H  5.503  -0.588  4.697
H  7.010  1.622  2.164
H  6.280  1.771  -0.191
H  3.735  -1.624  0.393
H  4.451  -1.753  2.751
H  4.495  3.160  -1.538
H  3.406  5.366  -1.809
H  0.985  5.507  -2.390
H  -0.306  3.376  -2.607
C  -9.773  0.837  6.464
O  -8.388  0.865  6.795
C  -7.494  0.777  5.801
C  -7.826  0.658  4.449
C  -6.813  0.578  3.510
C  -5.472  0.612  3.888
C  -5.155  0.730  5.247
C  -6.148  0.810  6.190
C  -4.394  0.533  2.915
N  -3.103  0.603  3.189
C  -2.477  0.482  1.992
C  -3.387  0.336  0.953
N  -4.612  0.370  1.568
C  -3.000  0.208  -0.408
C  -3.828  0.088  -1.542
C  -3.268  -0.011  -2.792
C  -1.876  -0.005  -2.944
N  -1.077  0.108  -1.896
C  -1.614  0.221  -0.646
C  -0.668  0.368  0.415
N  0.646  0.379  0.044
C  1.581  0.564  0.971
C  1.242  0.711  2.321
C  -0.071  0.677  2.719
C  -1.070  0.509  1.743
H  -10.304  0.920  7.407
H  -10.038  -0.103  5.978
H  -10.036  1.680  5.822
H  -8.855  0.630  4.127
H  -7.103  0.489  2.470
H  -4.117  0.756  5.547
H  -5.919  0.899  7.242
H  -5.515  0.297  1.132
H  -4.904  0.068  -1.433
H  -3.886  -0.096  -3.674
H  -1.411  -0.094  -3.916
H  2.607  0.603  0.640
H  2.046  0.849  3.029
H  -0.360  0.786  3.756
C  3.716  -1.516  -5.936
N  2.424  -1.898  -5.400
C  1.409  -2.419  -6.284
C  2.062  -1.417  -4.133
C  1.560  -2.413  -3.133
C  1.710  -3.784  -3.229
C  1.062  -4.602  -2.323
C  0.223  -4.064  -1.316
C  0.072  -2.708  -1.204
C  0.818  -1.844  -2.044
H  3.794  -1.878  -6.958
H  4.530  -1.946  -5.348
H  3.852  -0.428  -5.958
H  1.834  -3.179  -6.939
H  0.955  -1.645  -6.917
H  0.612  -2.890  -5.706
H  1.243  -0.624  -4.191
H  2.923  -0.915  -3.681
H  2.318  -4.198  -4.023
H  1.165  -5.676  -2.404
H  -0.292  -4.732  -0.639
H  -0.558  -2.302  -0.422

Forces on atoms 1 to 3 (eV/Å):
Ir -0.591 -0.193 -1.345
C -0.003 0.012 0.012
C -0.020 -0.025 -0.017

Results
- Kohn-Sham gap (spin up / spin down): 5.699 / 3.715 eV
- Net charge: +2
- Strongest force on any atom: 1.48 eV/Å
- Energy relative to the best compared isomer or geometry (same formula, charge and spin): 1.16 kcal/mol
- 2S+1: 2
- Expectation value of S²: 0.769

Charge distribution, Mulliken scheme, values in e: number 1, Ir, carries 0.620; number 2, C, carries -1.579; number 3, C, carries 0.767; number 4, C, carries -0.880; number 5, C, carries -0.447; number 6, C, carries 0.169; number 7, C, carries -0.201; number 8, C, carries -0.806; number 9, S, carries 1.362; number 10, O, carries -0.734; number 11, O, carries -0.762; number 12, N, carries -0.652; number 13, C, carries 1.321; number 14, C, carries -0.996; number 15, C, carries -0.455; number 16, C, carries -0.917; number 17, C, carries -0.223; number 18, N, carries -0.142; number 19, H, carries 0.402; number 20, H, carries 0.325; number 21, H, carries 0.384; number 22, H, carries 0.421; number 23, H, carries 0.521; number 24, H, carries 0.495; number 25, H, carries 0.466; number 26, H, carries 0.467; number 27, H, carries 0.460; number 28, H, carries 0.425; number 29, H, carries 0.452; number 30, C, carries -0.846; number 31, O, carries -0.451; number 32, C, carries 0.969; number 33, C, carries -0.786; number 34, C, carries -0.680; number 35, C, carries 0.302; number 36, C, carries -0.495; number 37, C, carries -0.656; number 38, C, carries 0.289; number 39, N, carries -0.857; number 40, C, carries 0.756; number 41, C, carries -0.098; number 42, N, carries -0.067; number 43, C, carries 0.336; number 44, C, carries -0.876; number 45, C, carries -0.968; number 46, C, carries -0.417; number 47, N, carries 0.146; number 48, C, carries 0.926; number 49, C, carries -0.050; number 50, N, carries 0.390; number 51, C, carries -0.436; number 52, C, carries -1.033; number 53, C, carries -0.868; number 54, C, carries 0.590; number 55, H, carries 0.248; number 56, H, carries 0.350; number 57, H, carries 0.350; number 58, H, carries 0.433; number 59, H, carries 0.212; number 60, H, carries 0.477; number 61, H, carries 0.440; number 62, H, carries 0.189; number 63, H, carries 0.518; number 64, H, carries 0.471; number 65, H, carries 0.590; number 66, H, carries 0.723; number 67, H, carries 0.614; number 68, H, carries 0.625; number 69, C, carries -0.925; number 70, N, carries 0.317; number 71, C, carries -1.078; number 72, C, carries -1.198; number 73, C, carries 1.272; number 74, C, carries -0.359; number 75, C, carries -0.703; number 76, C, carries -0.790; number 77, C, carries -0.851; number 78, C, carries 0.680; number 79, H, carries 0.343; number 80, H, carries 0.304; number 81, H, carries 0.319; number 82, H, carries 0.384; number 83, H, carries 0.296; number 84, H, carries 0.358; number 85, H, carries 0.087; number 86, H, carries -0.020; number 87, H, carries 0.546; number 88, H, carries 0.441; number 89, H, carries 0.486; number 90, H, carries 0.472

=====

# 5
Here is a 2-piece molecular cluster, C3H4N5 overall from the OMol25 dataset. Energies are from the ωB97M-V functional and the def2-TZVPD basis.

CARTESIAN COORDINATES (ANGSTROEM)
C  0.007  1.798  0.760
C  0.060  0.671  -0.168
C  1.004  -0.358  0.438
N  -1.709  -1.500  -0.094
N  -1.822  -0.395  0.285
N  -0.013  2.723  1.400
N  -1.837  -2.557  -0.567
N  0.083  1.083  -1.377
H  0.703  -0.873  1.288
H  1.901  0.166  0.617
H  1.318  -1.219  -0.399
H  0.305  0.461  -2.183

Forces on atoms 1 to 3 (eV/Å):
C -1.203 -2.124 -1.660
C 2.096 -0.357 -0.300
C 0.418 -2.565 -4.374

Results
- Kohn-Sham gap: 7.713 eV
- Net charge: -1
- Strongest force on any atom: 5.09 eV/Å
- Energy relative to the best compared isomer or geometry (same formula, charge and spin): 56.14 kcal/mol
- 2S+1: 1

Charge distribution, Mulliken scheme, values in e: number 1, C, carries 0.226; number 2, C, carries 0.893; number 3, C, carries -1.249; number 4, N, carries 0.538; number 5, N, carries -0.638; number 6, N, carries -0.535; number 7, N, carries -0.662; number 8, N, carries -0.797; number 9, H, carries 0.366; number 10, H, carries 0.388; number 11, H, carries 0.244; number 12, H, carries 0.227

=====

# 6
Here is a 2-piece molecular cluster, C10H14O3 overall from the OMol25 dataset. Energies are from the ωB97M-V functional and the def2-TZVPD basis.

CARTESIAN COORDINATES (ANGSTROEM)
O  -0.082  -2.628  -2.372
O  -2.262  -1.802  -2.619
C  -1.439  -2.937  -2.550
C  0.397  -1.881  -3.491
C  -1.902  -1.010  -3.751
C  -0.434  -0.619  -3.675
H  -1.570  -3.554  -3.459
H  -1.767  -3.541  -1.682
H  1.463  -1.661  -3.290
H  0.348  -2.510  -4.400
H  -2.101  -1.582  -4.678
H  -2.575  -0.131  -3.748
H  -0.274  0.059  -2.814
H  -0.125  -0.080  -4.591
O  1.128  -1.378  -0.865
C  -0.953  1.765  0.907
C  0.432  1.648  1.037
C  -1.655  0.812  0.170
C  1.113  0.591  0.439
C  -0.980  -0.249  -0.433
C  0.404  -0.359  -0.298
H  0.503  -1.970  -1.351
H  -1.486  2.600  1.380
H  0.995  2.392  1.616
H  -2.744  0.892  0.058
H  2.202  0.485  0.533
H  -1.534  -0.999  -1.014

Forces on atoms 1 to 3 (eV/Å):
O -1.206 -1.227 -1.909
O 0.227 -0.578 -0.542
C -1.057 -0.896 0.451

Results
- Kohn-Sham gap: 8.734 eV
- Strongest force on any atom: 2.57 eV/Å
- Energy relative to the best compared isomer or geometry (same formula, charge and spin): 18.46 kcal/mol
- 2S+1: 1

Charge distribution, Mulliken scheme, values in e: number 1, O, carries -0.441; number 2, O, carries -0.423; number 3, C, carries -0.299; number 4, C, carries -0.689; number 5, C, carries -0.586; number 6, C, carries -0.161; number 7, H, carries 0.386; number 8, H, carries 0.224; number 9, H, carries 0.358; number 10, H, carries 0.403; number 11, H, carries 0.403; number 12, H, carries 0.309; number 13, H, carries 0.159; number 14, H, carries 0.389; number 15, O, carries -0.709; number 16, C, carries -0.525; number 17, C, carries -0.336; number 18, C, carries -0.616; number 19, C, carries -0.555; number 20, C, carries -0.262; number 21, C, carries 0.507; number 22, H, carries 0.630; number 23, H, carries 0.343; number 24, H, carries 0.341; number 25, H, carries 0.380; number 26, H, carries 0.372; number 27, H, carries 0.398